<a>
Entry from OMol25: one molecule with the formula C4H8N4O2 (ωB97M-V/def2-TZVPD).

```
18
C4H8N4O2 ωB97M-V/def2-TZVPD
C -1.910 -0.611 0.539
C -1.450 0.701 0.276
C 1.546 -0.159 -1.139
C 2.369 0.133 0.073
N 0.141 -0.428 -0.891
N -1.342 -2.729 -0.325
N -1.239 -1.624 -0.005
N -2.159 1.773 0.616
O -0.480 0.844 -0.552
O 1.794 -0.591 1.101
H -2.602 -0.783 1.259
H 1.605 0.515 -2.003
H 1.921 -1.122 -1.319
H 3.370 -0.325 -0.098
H 2.485 1.112 0.414
H -3.029 1.484 1.056
H -1.947 2.739 0.195
H 0.926 -0.930 0.801
```

Values from the calculation:
Gap between HOMO and LUMO (alpha / beta) (eV): 8.1246 / 8.1221

natural (NBO) atomic charge list, values in e, 2 entries: -0.365, 0.604

<b>
Entry from OMol25: one molecule with the formula C4H8N4O2 (ωB97M-V/def2-TZVPD).

```
18
C4H8N4O2 ωB97M-V/def2-TZVPD
H -0.872 -0.672 2.056
N -1.416 0.175 1.466
C -0.569 1.052 0.956
N -1.440 1.888 0.007
N 0.851 1.391 1.353
N 1.691 1.523 0.391
C 1.659 0.691 -0.593
C 1.098 -0.672 -0.388
O 1.482 -1.362 0.626
O 0.279 -0.984 -1.457
C -0.603 -2.158 -1.030
H -0.953 2.500 -0.746
H -1.892 1.016 -0.436
H 0.855 2.234 1.912
H 2.398 0.607 -1.446
H -0.956 -1.754 0.001
H -0.018 -2.984 -0.971
H -1.594 -2.491 -1.700
```

Values from the calculation:
SMILES: [H]/N=C(/N)N/N=C\C(=O)OC
Gap between HOMO and LUMO (eV): 9.6705

natural (NBO) atomic charge list, values in e, 2 entries: 0.367, -0.678

<b> ends up most stable, edging out the next structure by 29.1 kcal/mol.

<a>
Entry from OMol25: a 3-piece molecular cluster, C2H4N2O4 overall (ωB97M-V/def2-TZVPD).

```
12
C2H4N2O4 ωB97M-V/def2-TZVPD
N -1.085 -0.211 -0.231
C -0.588 0.741 0.449
C 1.169 -0.565 0.012
N 2.148 0.322 -0.133
O -1.387 -1.455 0.249
O -2.775 0.703 0.082
O -0.286 1.845 0.672
O 1.224 -1.766 -0.020
H -0.621 -2.003 -0.053
H -2.879 1.072 -0.808
H 3.109 0.013 -0.231
H 1.970 1.302 0.013
```

Values from the calculation:
Gap between HOMO and LUMO (alpha / beta) (eV): 8.3637 / 8.1288

natural (NBO) atomic charge list, values in e, 2 entries: -0.081, 0.835

<b>
Entry from OMol25: a 2-piece molecular cluster, C2H4N2O4 overall (ωB97M-V/def2-TZVPD).

```
12
C2H4N2O4 ωB97M-V/def2-TZVPD
N -1.271 0.797 -0.233
O -0.221 1.802 -0.279
C 1.076 1.456 0.096
O 1.900 2.281 0.456
O 1.474 0.243 -0.359
H -1.865 1.102 -1.004
H -1.757 1.015 0.639
H 2.433 0.257 -0.173
N 0.186 -2.329 0.748
C -0.889 -2.277 0.257
O -1.968 -2.211 -0.192
H 0.902 -2.137 0.044
```

Values from the calculation:
SMILES: NOC(=O)O.N=C=O
Gap between HOMO and LUMO (eV): 11.1634

natural (NBO) atomic charge list, values in e, 2 entries: -0.497, -0.409

<b> ends up most stable, edging out the next structure by 116.1 kcal/mol.

<a>
Entry from OMol25: a 3-piece molecular cluster, C3H6BrNO2 overall (ωB97M-V/def2-TZVPD).

```
13
C3H6BrNO2 ωB97M-V/def2-TZVPD
O -1.325 2.513 -1.309
C -0.208 2.559 -1.035
O 0.906 2.804 -0.995
C -0.057 0.738 0.508
C -0.510 -0.260 -0.266
N 0.330 -1.095 -0.876
H -0.845 1.307 1.051
H 1.035 0.757 0.832
H -1.564 -0.190 -0.573
H 1.198 -1.246 -0.330
H 0.121 -1.897 -1.472
Br 1.144 -3.223 2.031
H -0.224 -2.766 2.433
```

Values from the calculation:
SMILES: O=C=O.C=CN.Br
Gap between HOMO and LUMO (eV): 8.7631

natural (NBO) atomic charge list, values in e, 2 entries: -0.549, 1.033

<b>
Entry from OMol25: a 3-piece molecular cluster, C3H6BrNO2 overall (ωB97M-V/def2-TZVPD).

```
13
C3H6BrNO2 ωB97M-V/def2-TZVPD
C 2.331 0.072 -0.537
C 2.109 1.153 -1.261
Br 1.704 1.077 -3.133
H 2.555 -0.918 -0.765
H 2.428 0.411 0.457
H 2.084 2.220 -0.941
N 0.325 -0.277 3.372
C 0.229 0.339 2.414
O 0.184 1.040 1.309
H -0.423 0.845 0.559
O -1.624 0.077 -0.541
H -1.129 0.170 -1.423
H -2.506 -0.436 -0.618
```

Values from the calculation:
SMILES: C=CBr.N#CO.O
Gap between HOMO and LUMO (eV): 10.0132

natural (NBO) atomic charge list, values in e, 2 entries: -0.409, -0.261

<a> ends up most stable, edging out the next structure by 39.2 kcal/mol.